--- A ---
C90H200N10 | ωB97M-V/def2-TZVPD

## Properties
Net charge   +10

```
300
C90H200N10 ωB97M-V/def2-TZVPD
C 2.15097 -4.67422 7.95994
C 2.63304 -5.12665 9.34660
C 1.56027 -4.93658 10.42685
C 1.33382 -3.44476 10.67351
N 0.38890 -3.03286 11.78681
C 0.15056 -1.52607 11.85394
C -1.39019 -1.40869 12.05834
C -2.00073 -2.79047 12.10727
C -0.94521 -3.61744 11.41144
C 0.80652 -3.46076 13.19802
H 1.07535 -4.81275 7.82618
H 2.60183 -5.24606 7.14711
H 2.46142 -3.64055 7.77699
H 3.53601 -4.61497 9.67828
H 2.77840 -6.20482 9.28908
H 1.81457 -5.49655 11.32516
H 0.65858 -5.37687 9.99320
H 1.07764 -2.86661 9.78535
H 2.25482 -2.95145 11.00835
H 0.61935 -1.12646 12.74686
H 0.47920 -1.10169 10.90913
H -1.57839 -0.76838 12.92250
H -1.74887 -0.71718 11.28974
H -2.21369 -3.24624 13.07845
H -2.98732 -2.89865 11.65635
H -0.99936 -4.70120 11.47433
H -1.08311 -3.35995 10.35414
H 1.82923 -3.09993 13.25686
H 0.72161 -4.54550 13.17916
H 0.13003 -3.06858 13.95127
C 4.15103 0.80067 5.04816
C 3.66614 2.24749 4.78883
C 3.59289 3.13806 6.04347
C 4.92888 3.28520 6.79662
N 5.05378 4.37661 7.82636
C 4.88652 5.80027 7.34563
C 6.31247 6.20185 6.87388
C 7.27904 5.25193 7.56232
C 6.46294 4.34460 8.46739
C 4.05114 4.17396 8.96685
H 3.46961 0.29690 5.73840
H 5.14994 0.92762 5.45957
H 4.16861 0.13354 4.18717
H 2.68039 2.33742 4.32720
H 4.29070 2.75928 4.04984
H 2.86284 2.78900 6.78215
H 3.17200 4.05966 5.63217
H 5.66703 3.60482 6.05311
H 5.26732 2.32076 7.16526
H 4.59841 6.45331 8.16264
H 4.23709 5.82032 6.47477
H 6.52342 7.20028 7.25111
H 6.38251 6.18392 5.78899
H 7.92556 5.84115 8.21038
H 7.87238 4.66530 6.86374
H 6.43432 4.67042 9.50511
H 6.75708 3.29589 8.47605
H 4.20377 3.16635 9.34617
H 3.08237 4.36286 8.51117
H 4.26579 4.90353 9.74114
C 1.38336 3.29524 0.51073
C 1.32354 3.17329 2.04083
C -0.08005 3.46147 2.60359
C -0.06976 3.54709 4.16809
N -1.44166 3.88040 4.72223
C -1.46635 3.99680 6.25864
C -2.76968 3.48579 6.82950
C -3.56949 2.94080 5.64108
C -2.49982 2.73316 4.55953
C -2.02288 5.16184 4.17215
H 2.44071 3.45136 0.28968
H 0.78142 4.10446 0.09767
H 1.07269 2.38906 -0.01685
H 1.98267 3.84719 2.59580
H 1.71633 2.18937 2.31447
H -0.76165 2.66060 2.30093
H -0.42309 4.43528 2.25748
H 0.51301 4.41697 4.47908
H 0.30576 2.67372 4.69934
H -1.16085 5.01287 6.50817
H -0.62784 3.39807 6.62351
H -3.25678 4.32958 7.31210
H -2.48775 2.68817 7.51147
H -4.26697 3.67948 5.24850
H -4.11986 2.02302 5.82268
H -2.84188 2.77290 3.52474
H -1.96432 1.78027 4.59381
H -1.29065 5.96562 4.22822
H -2.88562 5.44537 4.76893
H -2.30170 4.96944 3.13970
C -4.42239 -4.70851 -2.47841
C -5.69883 -4.97938 -3.25781
C -5.82501 -6.34290 -3.94585
C -7.12291 -6.44522 -4.71749
N -7.40986 -7.76235 -5.40665
C -8.73191 -7.68236 -6.17968
C -9.17342 -9.09642 -6.52059
C -8.43773 -10.01048 -5.49836
C -7.76612 -9.00082 -4.56243
C -6.31530 -8.02102 -6.42338
H -3.99567 -3.76241 -2.83319
H -3.67275 -5.48754 -2.61619
H -4.64551 -4.55911 -1.42137
H -5.76047 -4.18038 -4.00907
H -6.59556 -4.69462 -2.70060
H -5.60431 -7.14430 -3.23481
H -4.98516 -6.51965 -4.63126
H -7.25697 -5.67932 -5.48216
H -7.95602 -6.31480 -4.02211
H -8.59493 -6.94712 -6.97322
H -9.44570 -7.24340 -5.47902
H -8.83502 -9.31658 -7.53004
H -10.24553 -9.15884 -6.36387
H -7.71846 -10.67120 -5.97702
H -9.15326 -10.63882 -4.97457
H -6.79945 -9.30507 -4.15874
H -8.42209 -8.73632 -3.73501
H -5.47641 -8.53630 -5.95624
H -6.14582 -7.07453 -6.92395
H -6.62699 -8.78630 -7.13533
C -8.11999 -0.28506 -9.10636
C -7.22329 0.76072 -8.39943
C -5.81871 0.29857 -8.03895
C -5.84943 -0.97045 -7.14341
N -4.44848 -1.49458 -6.83616
C -4.57794 -2.70625 -5.91414
C -3.72190 -3.83773 -6.46939
C -2.92638 -3.24754 -7.61865
C -3.82573 -2.11364 -8.08016
C -3.51881 -0.45630 -6.22928
H -7.52932 -0.89371 -9.79389
H -8.92285 0.18389 -9.67069
H -8.62522 -0.94717 -8.40010
H -7.74926 1.21156 -7.55668
H -7.08816 1.59017 -9.09716
H -5.33358 1.14624 -7.54618
H -5.18572 0.06086 -8.89902
H -6.35237 -1.79379 -7.64210
H -6.32610 -0.65663 -6.21502
H -4.22752 -2.46186 -4.91113
H -5.62438 -2.98633 -5.82173
H -3.07444 -4.15204 -5.65055
H -4.30221 -4.67480 -6.85093
H -1.96648 -2.79460 -7.36100
H -2.78542 -3.97023 -8.41935
H -3.25566 -1.36810 -8.63419
H -4.65041 -2.41533 -8.72440
H -3.90954 0.00742 -5.32374
H -3.50526 0.29500 -7.01459
H -2.54846 -0.86110 -5.94745
C 4.41430 -1.62653 -1.68941
C 4.14355 -1.93812 -3.16905
C 4.32952 -0.72240 -4.12624
C 4.11890 -1.18903 -5.57238
N 3.95521 -0.16848 -6.74086
C 4.00717 -0.86870 -8.09535
C 4.39872 0.23649 -9.09408
C 5.29438 1.13803 -8.28763
C 5.13017 0.78409 -6.81758
C 2.65018 0.55466 -6.55372
H 3.62486 -0.92735 -1.39859
H 5.39263 -1.17505 -1.54629
H 4.33417 -2.58274 -1.17626
H 3.13787 -2.36435 -3.23706
H 4.83941 -2.72719 -3.46260
H 5.40566 -0.55452 -4.04268
H 3.75374 0.15496 -3.82816
H 3.21004 -1.78194 -5.68885
H 4.97554 -1.78210 -5.88903
H 3.01190 -1.26136 -8.28837
H 4.78906 -1.62198 -8.02268
H 3.53604 0.80222 -9.45689
H 4.86444 -0.16916 -9.98984
H 5.22730 2.22004 -8.38933
H 6.33300 0.93772 -8.56442
H 4.91774 1.68498 -6.23667
H 6.02399 0.35460 -6.36904
H 2.59284 0.88141 -5.52067
H 1.83818 -0.12533 -6.80835
H 2.59186 1.37244 -7.26889
C -1.96003 7.10731 -4.54588
C -0.43034 7.27175 -4.76476
C 0.01772 6.59235 -6.08950
C 1.44178 6.05025 -6.08508
N 1.75113 5.18263 -7.29022
C 3.24976 4.80195 -7.31577
C 3.65697 4.53989 -8.75465
C 2.61817 5.23100 -9.62737
C 1.65260 5.87065 -8.66635
C 0.99773 3.84507 -7.32934
H -2.18160 7.57670 -3.59109
H -2.20236 6.04334 -4.45794
H -2.49864 7.48616 -5.41020
H 0.08773 6.92318 -3.86625
H -0.16603 8.32880 -4.78669
H -0.00630 7.26870 -6.94792
H -0.69570 5.81844 -6.38876
H 1.62895 5.44945 -5.19137
H 2.19346 6.83671 -6.13165
H 3.53756 3.96013 -6.68103
H 3.82447 5.63113 -6.90057
H 3.66349 3.46107 -8.92754
H 4.66950 4.89359 -8.94241
H 2.09271 4.55802 -10.30925
H 3.05945 5.93393 -10.33269
H 0.60537 5.88895 -8.96467
H 1.93954 6.92409 -8.61575
H 1.43093 3.24746 -8.12452
H -0.06094 4.06572 -7.42420
H 1.22761 3.45834 -6.33624
C 1.18601 -0.57996 2.93430
C 1.36754 -0.64203 1.40364
C -0.03379 -0.43593 0.75946
C -0.06743 -0.45292 -0.77881
N -1.55075 -0.55999 -1.26163
C -1.63196 -0.23996 -2.78014
C -2.04971 1.20238 -2.93919
C -2.33583 1.76936 -1.56248
C -2.37273 0.56181 -0.64674
C -2.15630 -1.89724 -0.82769
H 0.87017 -1.56716 3.28762
H 0.48583 0.17597 3.29095
H 2.14075 -0.53339 3.46083
H 1.68500 -1.66155 1.17743
H 2.11526 0.06560 1.04115
H -0.41104 0.46835 1.23905
H -0.60220 -1.29494 1.12394
H 0.43010 -1.35435 -1.13555
H 0.32797 0.46318 -1.21440
H -2.31270 -0.96998 -3.20871
H -0.59665 -0.34147 -3.10156
H -2.96943 1.14334 -3.52990
H -1.41318 1.80060 -3.58964
H -3.22188 2.39947 -1.50596
H -1.54331 2.46038 -1.25678
H -3.39316 0.16547 -0.68952
H -2.28589 0.76807 0.41785
H -3.19694 -1.95941 -1.14228
H -2.21518 -1.95270 0.25541
H -1.53580 -2.66495 -1.28099
C 5.82758 0.46338 1.05145
C 5.00673 1.49685 0.26155
C 5.91680 2.39933 -0.62449
C 6.23279 1.65616 -1.94955
N 7.29381 2.30827 -2.81731
C 8.64422 2.25026 -2.10880
C 9.63144 2.49981 -3.24866
C 9.00421 1.89005 -4.49806
C 7.57195 1.48895 -4.10754
C 6.94422 3.71771 -3.16090
H 6.12346 -0.42029 0.48062
H 5.30895 0.06099 1.92089
H 6.78318 0.87963 1.37111
H 4.44916 2.07273 1.00362
H 4.25455 1.13434 -0.44605
H 6.87885 2.66208 -0.18981
H 5.35570 3.29087 -0.90567
H 5.36832 1.46325 -2.59339
H 6.52955 0.61876 -1.77720
H 8.74861 3.03585 -1.36429
H 8.77279 1.25786 -1.68158
H 9.87258 3.55474 -3.34987
H 10.54209 1.96821 -2.97344
H 8.98358 2.55589 -5.35651
H 9.45257 0.92991 -4.75370
H 6.84405 1.67803 -4.89099
H 7.45911 0.47598 -3.72074
H 6.68608 4.29280 -2.27586
H 6.09520 3.71925 -3.84357
H 7.77541 4.22179 -3.64759
C -4.98261 -0.94600 2.46348
C -4.15988 -0.08965 3.39574
C -4.17837 -0.80332 4.82095
C -3.28491 -2.06869 4.97476
N -3.89467 -2.98401 6.05528
C -4.17850 -2.36702 7.43245
C -3.97556 -3.50512 8.44270
C -2.86007 -4.32844 7.85980
C -2.96686 -4.17917 6.36179
C -5.23599 -3.47277 5.50598
H -5.46052 -0.49913 1.59077
H -5.81832 -1.36281 3.03041
H -4.44009 -1.82693 2.10382
H -4.63502 0.87074 3.60475
H -3.14514 0.13647 3.05154
H -5.21177 -0.99760 5.09426
H -3.78334 -0.07353 5.52943
H -2.27642 -1.76754 5.25233
H -3.29426 -2.72040 4.10275
H -5.20374 -2.00711 7.37669
H -3.54138 -1.50127 7.61284
H -4.82540 -4.18349 8.56044
H -3.83008 -3.11758 9.44914
H -2.85632 -5.36381 8.19646
H -1.95327 -3.88788 8.28908
H -3.26174 -5.06255 5.79787
H -1.99072 -3.92722 5.94153
H -6.00271 -2.70312 5.46223
H -5.58873 -4.19386 6.24203
H -5.11049 -3.92866 4.52763
```


--- B ---
C90H200N10 | ωB97M-V/def2-TZVPD

## Properties
Net charge   +10

```
300
C90H200N10 ωB97M-V/def2-TZVPD
C 7.65147 12.13464 3.20662
C 7.96131 13.61081 3.52966
C 9.11555 13.76304 4.50768
C 8.68701 13.24438 5.92712
N 9.65292 13.40402 7.13120
C 9.13982 12.74374 8.41473
C 10.40344 11.98553 8.91742
C 11.57338 12.19795 7.97343
C 10.86657 12.61090 6.72791
C 10.03296 14.84154 7.54296
H 8.53493 11.49732 3.24423
H 7.26335 11.97648 2.20041
H 6.85073 11.78941 3.86064
H 7.11684 14.16323 3.94173
H 8.33251 14.04834 2.60290
H 9.49298 14.78557 4.49889
H 9.88428 13.11065 4.09351
H 8.29821 12.22616 5.94001
H 7.84093 13.80239 6.32820
H 8.90947 13.50595 9.15910
H 8.33239 12.06398 8.14254
H 10.56111 12.25751 9.96110
H 10.06104 10.96811 9.10643
H 12.32990 12.95246 8.18906
H 12.24716 11.35361 7.82786
H 11.44888 13.03500 5.90989
H 10.46302 11.66821 6.35835
H 9.03831 15.27945 7.62665
H 10.61720 15.17130 6.68388
H 10.65769 14.88299 8.43520
C -0.31332 10.88443 7.80940
C -1.22595 10.04057 8.78875
C -1.14534 10.44373 10.25431
C -1.49967 11.92168 10.55927
N -1.80286 12.33587 12.02141
C -2.96586 11.66625 12.73015
C -4.16347 12.55346 12.30931
C -3.61292 13.86410 11.89433
C -2.12588 13.86057 12.09452
C -0.57233 12.11806 12.93741
H 0.73449 10.77731 8.09002
H -0.68678 11.90160 7.92761
H -0.31131 10.57970 6.76287
H -1.04714 8.96537 8.79724
H -2.27418 10.06511 8.49088
H -0.16369 10.29476 10.70405
H -1.78470 9.67498 10.68830
H -2.47052 12.09535 10.09516
H -0.79715 12.58153 10.05020
H -2.87038 11.71943 13.81465
H -3.14319 10.67570 12.31125
H -4.76595 12.74816 13.19656
H -4.75245 12.06085 11.53565
H -4.00600 14.60983 12.58532
H -3.85257 14.11409 10.86080
H -1.80554 14.31763 13.03077
H -1.52964 14.32456 11.30883
H 0.25523 12.64674 12.46440
H -0.50083 11.03133 12.98227
H -0.79007 12.54648 13.91575
C -1.73172 1.15683 6.72129
C -0.84269 1.94810 7.67219
C -0.05785 1.04761 8.59266
C 0.70760 1.93128 9.64555
N 1.56115 1.08756 10.57708
C 2.40138 1.94293 11.57657
C 3.76152 1.37399 11.79523
C 3.90507 0.14355 10.85812
C 2.76823 0.38411 9.81481
C 0.81172 0.03104 11.41204
H -2.48692 1.86613 6.38267
H -2.19990 0.27530 7.15928
H -1.20357 0.81152 5.83251
H -1.33866 2.65463 8.33772
H -0.22043 2.60978 7.06962
H 0.67091 0.50131 7.99387
H -0.70550 0.37426 9.15414
H 0.01683 2.41276 10.33772
H 1.35766 2.69772 9.22353
H 1.76200 2.13418 12.43839
H 2.49353 2.93423 11.13281
H 3.80319 1.11161 12.85236
H 4.43455 2.17634 11.49295
H 3.65528 -0.78562 11.37033
H 4.86806 0.00765 10.36591
H 2.35339 -0.49808 9.32723
H 3.01005 1.01274 8.95781
H -0.05586 0.46452 11.90954
H 1.47582 -0.36072 12.18248
H 0.50428 -0.74667 10.71293
C 7.47137 -9.56379 -9.03342
C 7.65182 -10.94215 -9.51427
C 8.13535 -11.12143 -10.95481
C 8.18889 -12.58414 -11.29965
N 8.70159 -12.97156 -12.72010
C 8.66672 -14.49513 -12.93093
C 9.50781 -14.86888 -14.14325
C 10.49812 -13.69748 -14.36066
C 10.21692 -12.83138 -13.10158
C 7.69862 -12.32050 -13.75937
H 6.45896 -9.47583 -8.63923
H 7.59141 -8.82870 -9.82924
H 8.14016 -9.36281 -8.19650
H 6.68161 -11.42734 -9.40752
H 8.17128 -11.56774 -8.78840
H 9.01599 -10.50557 -11.13723
H 7.48226 -10.62036 -11.66930
H 7.24508 -13.11670 -11.18270
H 8.88305 -13.07116 -10.61478
H 7.61537 -14.77715 -12.87409
H 9.14044 -14.91536 -12.04375
H 8.82366 -14.93785 -14.98899
H 10.06974 -15.76930 -13.89508
H 10.31970 -13.16199 -15.29314
H 11.52191 -14.06952 -14.39974
H 10.30045 -11.75345 -13.24008
H 10.87219 -13.13348 -12.28460
H 8.00931 -11.30869 -14.01974
H 6.70462 -12.50142 -13.35030
H 7.79495 -12.76399 -14.75040
C -2.80592 -16.52613 -7.74880
C -3.40591 -15.53419 -6.65782
C -3.40103 -14.05195 -7.00380
C -1.93833 -13.53101 -7.34866
N -1.96630 -12.05758 -7.76158
C -0.54111 -11.60423 -8.02152
C -0.49691 -10.89229 -9.34268
C -1.90251 -10.73367 -9.81593
C -2.57651 -11.90649 -9.14671
C -2.65843 -11.11414 -6.72967
H -3.05260 -16.17932 -8.75228
H -3.17847 -17.54467 -7.63982
H -1.72335 -16.62907 -7.67434
H -2.97784 -15.74745 -5.67834
H -4.45838 -15.79254 -6.54091
H -3.84589 -13.55170 -6.14359
H -4.02293 -13.76487 -7.85169
H -1.50731 -14.05397 -8.20238
H -1.38120 -13.65075 -6.41949
H -0.20536 -10.91322 -7.24829
H 0.13445 -12.45909 -7.99073
H -0.03779 -9.92897 -9.12058
H 0.04925 -11.43164 -10.11657
H -2.44551 -9.85031 -9.47988
H -1.96673 -10.81552 -10.90096
H -3.65088 -11.73364 -9.08396
H -2.44574 -12.86646 -9.64618
H -2.23537 -11.16201 -5.72626
H -3.65591 -11.55279 -6.70275
H -2.60347 -10.05776 -6.99260
C -4.07083 2.87874 -6.55133
C -4.37035 1.88828 -7.63763
C -5.75716 1.19232 -7.52088
C -5.96539 0.26749 -8.72765
N -7.11904 -0.80749 -8.73690
C -7.32200 -1.44376 -10.11050
C -8.77128 -1.99893 -10.09157
C -9.47216 -1.03287 -9.24556
C -8.48273 -0.17846 -8.51208
C -6.71333 -1.84143 -7.66654
H -4.01256 2.27843 -5.64339
H -4.84981 3.63644 -6.46674
H -3.11102 3.30843 -6.83808
H -3.55278 1.16740 -7.63996
H -4.31559 2.43276 -8.58032
H -6.42177 2.03644 -7.70485
H -5.92520 0.73024 -6.54808
H -5.11017 -0.37983 -8.92180
H -6.17120 0.86863 -9.61329
H -6.57805 -2.23618 -10.19234
H -7.23482 -0.63979 -10.84133
H -8.85003 -2.99205 -9.64928
H -9.19154 -2.10919 -11.09124
H -10.21449 -1.35355 -8.51466
H -10.04832 -0.37522 -9.89642
H -8.72609 -0.17243 -7.44961
H -8.49226 0.86970 -8.81098
H -6.40741 -1.29371 -6.77519
H -5.90069 -2.44453 -8.07148
H -7.53166 -2.53943 -7.48981
C -8.80682 -8.42964 3.34307
C -9.96288 -7.43875 2.86510
C -10.47343 -7.83327 1.36526
C -10.99026 -6.67635 0.50537
N -11.22141 -7.06349 -0.99919
C -11.92651 -5.86805 -1.80057
C -12.69412 -6.45836 -2.95084
C -12.92625 -7.93018 -2.63600
C -12.29717 -8.17072 -1.31166
C -9.89470 -7.37750 -1.80859
H -8.51131 -8.06473 4.32674
H -7.94617 -8.33378 2.68110
H -9.15641 -9.45878 3.26093
H -9.60605 -6.41781 3.00089
H -10.80126 -7.46831 3.56106
H -11.31056 -8.53112 1.34741
H -9.70747 -8.39832 0.83411
H -10.28708 -5.84400 0.53427
H -11.96624 -6.31018 0.82391
H -11.28831 -5.06256 -2.16386
H -12.60786 -5.33996 -1.13349
H -12.09291 -6.33714 -3.85193
H -13.62447 -5.91511 -3.11643
H -12.51190 -8.61871 -3.37244
H -13.97984 -8.20544 -2.68363
H -11.83226 -9.14424 -1.15606
H -13.13925 -8.16415 -0.61959
H -10.16081 -7.43660 -2.86396
H -9.42951 -8.26286 -1.37518
H -9.33571 -6.47631 -1.55661
C 2.24755 1.89327 1.66258
C 1.39188 1.24947 0.56007
C 1.60545 -0.27075 0.65525
C 0.76270 -1.08390 -0.37062
N 1.17437 -2.59297 -0.49118
C 0.01926 -3.34149 -1.23657
C -0.85580 -3.99589 -0.21173
C -0.24057 -3.79773 1.14626
C 1.14698 -3.25512 0.88531
C 2.64715 -2.74428 -1.09632
H 3.26531 2.01822 1.29292
H 2.26632 1.35562 2.61057
H 2.01970 2.95166 1.78906
H 1.81990 1.59235 -0.38192
H 0.34168 1.53540 0.61861
H 1.43191 -0.49832 1.70701
H 2.67002 -0.36770 0.44220
H 0.93579 -0.66561 -1.36217
H -0.28487 -1.11699 -0.07130
H 0.50050 -4.01840 -1.94247
H -0.53722 -2.52001 -1.68780
H -0.82262 -5.04654 -0.50003
H -1.92146 -3.78659 -0.30479
H -0.27033 -4.67561 1.79166
H -0.82114 -3.07886 1.72443
H 1.79995 -4.11547 0.73862
H 1.63521 -2.79649 1.74518
H 2.90944 -3.80004 -1.16470
H 3.40876 -2.34895 -0.42418
H 2.60729 -2.25446 -2.06925
C -6.16289 8.08466 -1.43245
C -6.84152 6.74176 -0.99700
C -8.38547 6.75347 -1.24731
C -8.62899 6.36181 -2.76359
N -10.08013 6.51897 -3.24352
C -10.46227 8.00231 -3.25648
C -11.69317 7.97585 -4.15041
C -11.49448 6.86983 -5.17957
C -10.25188 6.10689 -4.76217
C -11.04557 5.72226 -2.37860
H -5.96558 8.18018 -2.50017
H -5.19232 8.26513 -0.97037
H -6.81395 8.93650 -1.23599
H -6.59820 6.60970 0.05726
H -6.53429 5.80921 -1.47035
H -8.90107 7.70032 -1.08688
H -8.83783 5.95513 -0.65898
H -8.31116 5.35897 -3.04891
H -7.97397 6.90818 -3.44221
H -10.74604 8.37825 -2.27350
H -9.65447 8.58266 -3.70229
H -12.60715 7.86934 -3.56611
H -11.70079 8.95207 -4.63522
H -12.33572 6.18227 -5.26722
H -11.18251 7.25529 -6.15024
H -10.32687 5.02849 -4.90190
H -9.30932 6.47179 -5.17024
H -10.91082 5.92544 -1.31622
H -10.88893 4.65698 -2.54814
H -12.08546 5.94824 -2.61452
C 9.13954 -1.82153 3.84946
C 8.68008 -0.86970 4.90184
C 9.84998 0.19712 5.18215
C 9.93251 1.29629 4.02939
N 11.33905 1.95597 3.97793
C 11.86648 2.56407 5.28183
C 12.67975 3.82247 4.85558
C 11.96724 4.32931 3.67701
C 11.34074 3.16163 2.99192
C 12.37665 0.83041 3.52657
H 8.72764 -2.82731 3.76672
H 10.20285 -1.99966 4.00988
H 9.09220 -1.40022 2.84529
H 8.56554 -1.33996 5.87849
H 7.74563 -0.34788 4.69542
H 10.80031 -0.28905 5.40264
H 9.54068 0.71971 6.08732
H 9.19024 2.06644 4.23917
H 9.83823 0.88671 3.02368
H 12.44856 1.76470 5.74041
H 11.05466 2.80316 5.96877
H 13.70203 3.66681 4.51089
H 12.81160 4.49679 5.70175
H 12.58859 4.94446 3.02615
H 11.24678 5.02153 4.11276
H 11.72066 2.88674 2.00795
H 10.29310 3.38756 2.79316
H 12.59043 0.05881 4.26618
H 13.31567 1.37235 3.41409
H 12.07142 0.35335 2.59526
```


Stability ranking, top entry: B; the second entry is 1389.5 kJ/mol less favorable.